1.
{"formula": "C6H7O4", "method": "ωB97M-V with the def2-TZVPD basis set", "total_charge": 1, "energy_ev": -14507.4570, "orbital_gap_ev": [7.34, 7.55], "spin_multiplicity": 3, "species": ["C", "C", "C", "C", "C", "C", "O", "O", "O", "O", "H", "H", "H", "H", "H", "H", "H"], "xyz": [[0.659, -0.608, 0.316], [-2.149, -0.374, -1.809], [-1.688, -0.327, 0.373], [-1.044, 0.058, -0.910], [-1.948, -1.402, -0.696], [2.737, 1.066, 0.594], [1.813, -0.641, 0.770], [-0.585, -0.826, 1.241], [1.700, 1.847, 0.858], [0.321, -0.193, -0.862], [-3.010, 0.193, -1.812], [-1.880, -0.875, -2.870], [-2.472, 0.239, 0.935], [2.947, 0.700, -0.413], [3.501, 0.937, 1.209], [-0.643, -1.809, 1.328], [1.741, 2.013, 1.746]], "lowdin_charge": [-0.40, -0.01, -0.12, -0.18, 0.17, 0.03, 0.09, 0.14, 0.10, 0.18, 0.10, 0.19, 0.20, 0.13, 0.08, 0.21, 0.09]}



2.
{"formula": "C2H9N2S", "method": "ωB97M-V with the def2-TZVPD basis set", "relative_energy_kcal_mol": 0.0, "total_charge": -1, "energy_ev": -16036.5549, "orbital_gap_ev": 6.84, "spin_multiplicity": 1, "species": ["N", "H", "H", "H", "C", "C", "S", "N", "H", "H", "H", "H", "H", "H"], "xyz": [[-1.584, -2.708, 0.723], [-1.453, -1.698, 0.611], [-1.748, -3.157, -0.167], [-2.382, -2.863, 1.321], [1.475, 1.025, -0.877], [0.208, 0.158, -0.886], [-1.007, 0.673, 0.371], [2.268, 0.908, 0.350], [1.185, 2.072, -0.967], [2.110, 0.749, -1.721], [0.525, -0.878, -0.726], [-0.250, 0.199, -1.881], [2.644, -0.030, 0.428], [1.603, 1.004, 1.115]], "lowdin_charge": [-0.02, -0.12, -0.02, -0.02, -0.42, -0.77, 0.16, -0.05, 0.08, 0.08, 0.03, 0.03, 0.04, 0.01]}



3.
{"formula": "C29H36Cl5FN3O3RuSb", "method": "ωB97M-V with the def2-TZVPD basis set", "relative_energy_kcal_mol": 18.2, "total_charge": 2, "energy_ev": -115702.4778, "orbital_gap_ev": [6.07, 6.83], "spin_multiplicity": 5, "species": ["Ru", "C", "C", "N", "C", "C", "C", "O", "O", "C", "O", "C", "C", "C", "F", "C", "C", "C", "N", "C", "C", "N", "C", "C", "H", "H", "H", "H", "H", "H", "H", "H", "H", "H", "H", "H", "H", "H", "H", "H", "H", "H", "Cl", "C", "C", "C", "Cl", "C", "Cl", "C", "Cl", "C", "Cl", "C", "C", "Sb", "C", "C", "C", "C", "H", "H", "H", "H", "H", "H", "H", "H", "H", "H", "H", "H", "H", "H", "H", "C", "H", "H", "H"], "xyz": [[1.823, -2.069, 1.935], [-1.844, -2.145, -4.591], [-2.578, -2.739, -3.400], [-2.000, -2.320, -2.118], [-1.130, -3.158, -1.505], [-0.517, -2.872, -0.316], [0.397, -3.940, 0.198], [0.591, -4.963, -0.394], [0.983, -3.684, 1.382], [-0.804, -1.622, 0.285], [-0.259, -1.266, 1.523], [-1.662, -0.701, -0.342], [-1.956, 0.563, 0.192], [-2.809, 1.421, -0.468], [-3.023, 2.632, 0.087], [-3.443, 1.084, -1.653], [-3.152, -0.181, -2.195], [-2.279, -1.058, -1.581], [-4.365, 1.917, -2.339], [-3.984, 2.416, -3.652], [-5.236, 2.411, -4.540], [-6.438, 2.523, -3.634], [-6.183, 3.509, -2.532], [-5.117, 2.919, -1.597], [-2.308, -2.471, -5.521], [-0.806, -2.477, -4.601], [-1.846, -1.055, -4.568], [-2.529, -3.826, -3.425], [-3.639, -2.485, -3.397], [-0.939, -4.104, -1.990], [-1.505, 0.899, 1.114], [-3.649, -0.466, -3.110], [-3.224, 1.776, -4.093], [-3.559, 3.426, -3.592], [-5.353, 1.484, -5.098], [-5.271, 3.253, -5.229], [-6.596, 1.607, -3.210], [-7.270, 2.772, -4.169], [-7.121, 3.709, -2.020], [-5.851, 4.424, -3.020], [-5.584, 2.438, -0.736], [-4.504, 3.746, -1.227], [2.749, -2.469, 4.877], [3.973, -2.882, 3.714], [3.645, -2.684, 2.381], [4.581, -3.022, 1.414], [4.127, -2.809, -0.240], [5.825, -3.542, 1.758], [6.959, -3.957, 0.548], [6.135, -3.718, 3.113], [7.659, -4.341, 3.561], [5.203, -3.389, 4.108], [5.571, -3.605, 5.764], [5.086, 1.871, 3.608], [4.026, 0.799, 3.831], [2.816, 0.396, 2.124], [1.289, 1.886, 2.148], [1.742, 3.244, 2.668], [4.034, 0.815, 0.426], [4.185, 2.289, 0.075], [5.679, 2.000, 4.514], [4.646, 2.838, 3.365], [5.773, 1.599, 2.806], [3.338, 1.070, 4.634], [4.480, -0.150, 4.118], [0.485, 1.483, 2.767], [0.898, 1.947, 1.129], [2.070, 3.183, 3.706], [0.921, 3.961, 2.630], [2.563, 3.657, 2.082], [3.595, 0.255, -0.400], [4.998, 0.344, 0.635], [3.219, 2.757, -0.122], [4.788, 2.397, -0.826], [4.677, 2.853, 0.867], [-1.147, -1.554, 2.639], [-2.141, -1.174, 2.413], [-0.734, -1.040, 3.505], [-1.177, -2.631, 2.808]], "lowdin_charge": [1.18, -0.05, -0.18, -0.02, 0.04, -0.05, -0.53, 0.14, -0.20, -0.18, -0.31, -0.07, 0.06, -0.20, 0.07, -0.16, 0.05, -0.11, -0.11, -0.12, -0.07, 0.05, -0.07, -0.13, 0.09, 0.09, 0.07, 0.13, 0.12, 0.15, 0.12, 0.11, 0.13, 0.14, 0.14, 0.14, 0.18, 0.19, 0.14, 0.14, 0.14, 0.13, 0.70, -0.72, -0.46, -0.70, 0.73, -0.70, 0.74, -0.68, 0.75, -0.70, 0.74, -0.16, -0.40, 1.47, -0.42, -0.17, -0.41, -0.17, 0.09, 0.06, 0.07, 0.06, 0.03, 0.04, 0.05, 0.07, 0.08, 0.06, 0.03, 0.06, 0.07, 0.08, 0.06, -0.02, 0.10, 0.09, 0.10]}



4.
{"formula": "C2H2N2O2", "method": "ωB97M-V with the def2-TZVPD basis set", "smiles": "O=c1cn[nH]o1", "relative_energy_kcal_mol": 64.2, "energy_ev": -9179.0034, "orbital_gap_ev": 9.89, "spin_multiplicity": 1, "species": ["C", "C", "H", "H", "N", "N", "O", "O"], "xyz": [[0.987, -0.122, -0.025], [0.082, 0.986, -0.112], [0.535, 1.958, -0.068], [-1.717, -1.301, 0.417], [-1.143, 0.614, 0.047], [-1.096, -0.713, -0.191], [2.201, -0.187, -0.027], [0.150, -1.234, -0.042]], "lowdin_charge": [-0.45, -0.06, 0.13, 0.18, 0.10, -0.06, 0.10, 0.06]}



5.
{"formula": "CH3O2S2", "method": "ωB97M-V with the def2-TZVPD basis set", "relative_energy_kcal_mol": 97.6, "total_charge": -1, "energy_ev": -26848.6643, "orbital_gap_ev": [6.45, 6.46], "spin_multiplicity": 1, "species": ["C", "O", "O", "S", "S", "H", "H", "H"], "xyz": [[-0.699, -0.215, 0.669], [1.122, -1.126, -0.783], [1.050, 1.281, 0.009], [-1.958, 0.776, 1.068], [0.232, 0.021, -0.759], [-0.133, -0.903, 1.324], [-1.300, -1.438, -0.853], [1.688, 1.604, -0.676]], "lowdin_charge": [-1.06, -0.59, -0.40, 0.35, 0.59, 0.03, 0.03, 0.04]}



6.
{"formula": "C16H12IN2O8S4SbW", "method": "ωB97M-V with the def2-TZVPD basis set", "relative_energy_kcal_mol": 32.1, "total_charge": -2, "energy_ev": -95954.4457, "orbital_gap_ev": [5.20, 6.10], "spin_multiplicity": 3, "species": ["W", "C", "C", "N", "C", "C", "C", "O", "C", "C", "N", "C", "C", "C", "C", "C", "C", "I", "C", "O", "H", "H", "H", "H", "H", "H", "H", "H", "H", "H", "H", "H", "O", "C", "O", "C", "O", "O", "S", "Sb", "S", "S", "S", "O", "O"], "xyz": [[0.328, 1.160, 0.820], [2.697, -2.217, 2.827], [3.350, -1.529, 1.666], [4.667, -1.658, 1.504], [5.231, -0.979, 0.491], [4.553, -0.220, -0.435], [5.310, 0.527, -1.490], [5.196, 1.942, -1.384], [3.139, -0.146, -0.328], [2.303, 0.447, -1.304], [0.936, 0.501, -1.208], [0.267, 0.241, -2.397], [0.790, -0.809, -3.184], [0.253, -1.187, -4.396], [-0.869, -0.539, -4.891], [-1.417, 0.491, -4.144], [-0.868, 0.893, -2.931], [-1.799, 2.532, -2.053], [2.565, -0.758, 0.802], [1.262, -0.619, 1.040], [3.424, -2.867, 3.310], [1.828, -2.796, 2.508], [2.320, -1.484, 3.543], [6.314, -1.048, 0.419], [4.955, 0.266, -2.493], [6.366, 0.232, -1.435], [4.975, 2.180, -0.470], [2.748, 0.797, -2.231], [1.632, -1.352, -2.773], [0.699, -2.010, -4.944], [-1.313, -0.827, -5.836], [-2.287, 1.017, -4.515], [4.054, 2.713, 1.399], [2.893, 2.519, 1.133], [2.103, 1.661, 1.726], [2.153, 3.287, 0.013], [2.605, 4.257, -0.538], [0.984, 2.752, -0.221], [-4.017, -0.990, 3.124], [-1.840, -1.081, 2.328], [-0.224, 0.270, 3.263], [-1.466, -0.532, 0.089], [-1.973, -3.316, 2.852], [-1.289, 1.997, 1.173], [-0.302, 2.724, 1.872]], "lowdin_charge": [1.56, -0.03, -0.27, 0.09, -0.13, -0.16, -0.23, -0.06, -0.12, -0.10, -0.16, -0.37, -0.03, -0.10, -0.12, -0.20, -0.66, 0.98, -0.28, -0.40, 0.07, 0.08, 0.06, 0.10, 0.11, 0.10, 0.06, 0.13, 0.11, 0.09, 0.09, 0.07, 0.10, -0.51, -0.17, -0.51, 0.11, -0.23, -0.15, -0.09, 0.14, 0.13, -0.15, -0.55, -0.39]}



Which formula does entry 6 have? C16H12IN2O8S4SbW



What is the formula in the third record? C29H36Cl5FN3O3RuSb